<P>
Density functional theory data (wB97M-V/def2-TZVPD) for an isolated molecule of C5H12N2.

Last column: Löwdin charge in e.
Geometry (Å):
1 H -1.03 0.16 -1.59  0.0993
2 H 3.10 -0.84 1.45  0.0605
3 C -0.31 0.01 -0.81  -0.2087
4 H 1.16 1.36 -1.74  0.0908
5 N -3.42 -0.71 -0.09  0.0717
6 N -1.07 0.41 0.50  0.0133
7 H 2.35 0.89 1.47  0.0842
8 C 2.29 -0.19 1.12  -0.0980
9 C 1.04 0.69 -0.87  -0.0919
10 H -0.21 -1.03 -0.73  0.0837
11 H -3.30 -1.61 0.21  -0.0345
12 H 1.74 -1.22 -0.58  0.0912
13 H -2.74 0.41 -0.72  0.0966
14 H 3.09 -0.08 -0.72  0.0871
15 H -0.61 1.26 0.85  0.1177
16 C 2.07 -0.21 -0.47  -0.2996
17 H 1.33 -0.70 1.46  0.0724
18 H -3.05 1.02 0.92  0.1087
19 C -2.43 0.38 0.34  -0.3446

<Q>
Density functional theory data (wB97M-V/def2-TZVPD) for an isolated molecule of C5H12N2.

Last column: Löwdin charge in e.
Geometry (Å):
1 C 2.06 2.04 -0.09  -0.0684
2 H -0.64 -1.90 -1.79  0.0616
3 H 2.54 2.84 0.36  0.0227
4 H 2.81 1.24 -0.24  0.0839
5 H -1.41 -1.56 1.83  0.0773
6 H -1.63 -2.49 -0.54  0.0245
7 C -0.68 0.27 0.34  -0.2024
8 H 0.94 -1.24 -0.19  0.1540
9 C -0.14 1.23 -0.73  -0.2381
10 H -0.94 1.82 -1.17  0.0843
11 H 0.27 -2.37 2.00  0.0775
12 C -0.57 -2.07 1.37  -0.0735
13 N -1.08 -1.76 -0.89  0.0018
14 H -0.54 0.56 1.43  0.1283
15 C -0.17 -1.18 0.17  -0.4178
16 N 0.79 2.28 -0.17  -0.0181
17 H -1.74 0.09 0.17  0.0987
18 H -0.85 -3.02 0.91  0.0624
19 H 0.26 0.62 -1.68  0.1411

- structure (SMILES) = C=NCC[C@@H](C)N

<R>
Density functional theory data (wB97M-V/def2-TZVPD) for a cluster of 2 separate species, C5H12N2 in total.

Last column: Löwdin charge in e.
Geometry (Å):
1 C -0.87 1.49 1.56  -0.2241
2 C 0.44 -2.02 -1.21  -0.1209
3 H -3.01 1.17 1.36  0.1100
4 C 1.98 -0.44 -0.14  -0.0409
5 H 2.84 -0.46 -0.69  0.0457
6 C -1.19 1.41 0.14  -0.1096
7 H 1.97 -0.91 0.89  0.1040
8 H 1.11 -2.50 -2.05  0.1122
9 H -1.71 2.22 -0.23  0.0494
10 N 0.91 -0.73 -1.10  -0.3842
11 C -2.04 0.68 1.07  -0.1847
12 N 0.09 0.17 -1.58  0.0926
13 H -0.95 2.48 2.17  0.1190
14 H -0.05 0.96 2.00  0.0646
15 H 1.80 0.67 0.13  0.1032
16 H -1.95 -0.31 1.37  0.0623
17 H -0.53 -2.22 -1.62  0.0678
18 H 0.61 -2.65 -0.26  0.1052
19 H 0.55 1.01 -1.82  0.0284

Preferred: <Q>; penalty for the next structure: 415.3 kJ/mol.

<P>
Density functional theory data (wB97M-V/def2-TZVPD) for an isolated molecule of C5H12N2.

Last column: Löwdin charge in e.
Geometry (Å):
1 H -1.14 2.08 -1.38  0.1038
2 H -0.58 -0.80 -0.66  0.0987
3 C 0.76 -1.11 1.59  -0.3063
4 N 1.90 -1.58 0.69  -0.0052
5 H -2.77 0.89 -2.90  0.0646
6 C 0.61 0.39 1.63  -0.1902
7 N -2.34 0.37 -2.15  0.0057
8 H 0.54 2.02 0.08  0.0992
9 H 2.74 -1.34 1.21  0.0562
10 H 1.69 0.87 -0.20  0.1050
11 H -0.17 -1.60 1.25  0.0985
12 C -0.39 0.26 -0.77  -0.1285
13 H -3.08 0.16 -1.48  0.0723
14 H 1.83 -2.59 0.85  0.0615
15 H -0.30 0.71 2.14  0.1031
16 C -1.28 1.00 -1.44  -0.2167
17 H 1.47 0.83 2.16  0.1051
18 C 0.61 0.92 0.10  -0.2225
19 H 0.94 -1.54 2.58  0.0957

- structure (SMILES) = N/C=C/CCCN

<Q>
Density functional theory data (wB97M-V/def2-TZVPD) for a cluster of 2 separate species, C5H12N2 in total.

Last column: Löwdin charge in e.
Geometry (Å):
1 H -1.81 -0.72 -2.26  0.0686
2 N 2.08 0.25 0.21  -0.0855
3 C -1.28 -0.15 -1.50  0.0359
4 H -2.06 -1.76 1.35  0.0637
5 H -0.47 1.45 0.44  0.0962
6 H -0.74 0.73 -1.86  0.0611
7 H 2.04 0.36 1.22  0.0637
8 H -0.49 -0.74 2.35  0.0378
9 H 1.48 -0.38 -0.36  0.0668
10 H -1.53 -2.69 -0.06  0.0840
11 H 1.60 2.22 -0.34  0.0470
12 N -0.44 0.24 2.09  0.0707
13 H -3.01 -1.70 -0.11  0.0855
14 C 2.41 1.50 -0.45  -0.1997
15 H 3.32 1.95 -0.03  0.0677
16 H 2.55 1.35 -1.53  0.0694
17 C -0.49 0.42 0.82  -0.2337
18 C -1.17 -0.58 -0.23  -0.3195
19 C -1.98 -1.74 0.26  -0.0795

- structure (SMILES) = [H]/N=C\C(=C)C.CN

<R>
Density functional theory data (wB97M-V/def2-TZVPD) for an isolated molecule of C5H12N2.

Last column: Löwdin charge in e.
Geometry (Å):
1 C 0.99 0.26 -0.36  -0.2702
2 H -0.72 -0.34 -2.30  0.1213
3 H 0.22 1.83 -1.57  0.0964
4 N -2.61 -1.08 -1.98  0.0318
5 H 1.09 -0.29 -1.33  0.1055
6 H 1.98 0.73 0.02  0.1407
7 C -0.01 1.36 -0.63  -0.2387
8 H -0.12 -1.25 0.64  0.0769
9 H 1.54 -1.67 0.48  0.0860
10 C 0.88 -0.85 0.61  -0.2527
11 H 1.24 -1.46 2.89  0.0909
12 H 0.54 0.25 2.69  0.0389
13 N -1.38 0.79 -0.65  -0.0440
14 H -2.21 1.39 -0.54  0.1276
15 H -3.40 -1.09 -1.25  0.0474
16 H 2.24 0.07 2.39  0.0783
17 H 0.08 2.21 0.17  0.1469
18 C 1.21 -0.48 2.20  -0.1104
19 C -1.55 -0.39 -1.51  -0.2725

- structure (SMILES) = [H]/N=C\NCCCC

<S>
Density functional theory data (wB97M-V/def2-TZVPD) for an isolated molecule of C5H12N2.

Last column: Löwdin charge in e.
Geometry (Å):
1 H -0.13 0.92 1.34  0.1154
2 H -1.50 -0.74 -0.76  0.1124
3 C -1.02 -2.35 1.67  -0.0466
4 H 0.96 0.15 -2.68  0.0676
5 C 0.80 0.69 -0.59  -0.4818
6 C -1.24 -0.51 0.28  -0.2717
7 H 2.52 1.86 -1.14  0.0659
8 C -0.44 0.81 0.30  -0.1663
9 H -0.42 -3.21 1.95  0.0653
10 N -0.47 -1.59 0.83  -0.0365
11 N 0.45 0.67 -2.00  0.0335
12 H -1.02 1.63 -0.09  0.1079
13 C 1.84 1.78 -0.30  -0.0768
14 H 2.24 1.72 0.72  0.0712
15 H 1.26 -0.28 -0.38  0.1209
16 H -2.21 -0.30 0.78  0.1056
17 H -0.14 1.42 -2.33  0.0705
18 H 1.33 2.76 -0.23  0.0696
19 H -2.03 -2.12 2.03  0.0739

- structure (SMILES) = C=NCC[C@H](C)N

Preferred: <S>; penalty for the next structure: 19.5 kJ/mol.

<P>
Density functional theory data (wB97M-V/def2-TZVPD) for a cluster of 2 separate species, C3H7NOS in total.

Last column: Löwdin charge in e.
Geometry (Å):
1 O -0.06 2.27 -0.17  -0.0100
2 C -2.43 -0.30 1.20  -0.0585
3 H 3.04 -0.09 -2.16  0.0202
4 N -0.81 1.46 0.25  -0.1566
5 S 1.47 -0.94 -0.53  0.6277
6 H 2.51 -0.94 0.30  -0.1638
7 H 2.31 1.22 -1.17  0.0182
8 C -1.49 0.57 0.55  -0.0734
9 H -2.90 0.21 2.05  0.0863
10 H -1.92 -1.19 1.57  0.0821
11 H 1.36 0.44 -2.45  0.0250
12 C 2.13 0.29 -1.69  -0.4789
13 H -3.21 -0.61 0.50  0.0817

- structure (SMILES) = CC#[N+][O-].CS

<Q>
Density functional theory data (wB97M-V/def2-TZVPD) for a cluster of 2 separate species, C3H7NOS in total.

Last column: Löwdin charge in e.
Geometry (Å):
1 H -0.05 -0.17 1.82  0.0714
2 C -0.43 -1.08 0.03  -0.3425
3 H 0.92 1.32 -0.66  0.1442
4 C -0.34 0.21 0.89  -0.1930
5 H -1.19 1.00 0.90  0.1297
6 S -2.48 -0.33 -1.50  0.6426
7 C 0.95 1.00 0.51  -0.3235
8 H 0.68 -1.60 0.14  0.1586
9 N -1.04 -1.43 -1.00  -0.2715
10 H 1.08 1.95 1.02  0.0929
11 O 2.11 0.18 0.91  -0.2291
12 H 2.69 -0.11 -0.48  0.3304
13 H -2.89 -0.94 -2.59  -0.2101

<R>
Density functional theory data (wB97M-V/def2-TZVPD) for an isolated molecule of C3H7NOS.

Last column: Löwdin charge in e.
Geometry (Å):
1 O 0.14 -0.91 0.77  -0.1847
2 C -1.29 0.97 -0.60  -0.0765
3 H -2.05 0.43 -0.02  0.0850
4 H -0.98 0.22 -1.32  0.0635
5 C -0.14 1.36 0.36  -0.8662
6 C 0.91 -1.76 -0.13  -0.0745
7 H 2.02 -1.67 0.00  0.1056
8 H 0.67 -1.48 -1.16  0.0732
9 H 0.42 -2.73 -0.02  0.0888
10 N 0.72 0.36 0.72  -0.0772
11 S 0.08 2.85 0.96  0.6622
12 H 1.23 0.57 1.59  0.1386
13 H -1.72 1.80 -1.13  0.0622

- structure (SMILES) = CONC(C)=S

Preferred: <R>; penalty for the next structure: 74.3 kJ/mol.

<P>
Density functional theory data (wB97M-V/def2-TZVPD) for an isolated molecule of C3H7NOS.

Last column: Löwdin charge in e.
Geometry (Å):
1 S -2.50 -0.20 0.07  0.7166
2 H -0.35 0.23 -1.93  0.0536
3 H 2.46 -0.24 0.07  0.1266
4 C 0.22 -0.17 0.01  -0.4740
5 N 0.44 0.41 -1.31  0.0306
6 C -0.93 0.47 0.78  -0.4828
7 C 1.59 -0.18 0.77  -0.2255
8 H 0.06 -1.26 0.09  0.1354
9 O 1.71 -0.29 1.95  0.0699
10 H -0.88 1.54 0.65  0.0766
11 H -0.82 0.30 1.85  0.0765
12 H -2.09 -0.43 -1.17  -0.1818
13 H 1.09 -0.18 -1.83  0.0784

- structure (SMILES) = N[C@@H](C=O)CS

<Q>
Density functional theory data (wB97M-V/def2-TZVPD) for an isolated molecule of C3H7NOS.

Last column: Löwdin charge in e.
Geometry (Å):
1 S 1.19 -1.01 2.25  0.7285
2 C -0.44 -0.78 1.56  -0.4843
3 C 0.19 1.13 -1.85  -0.0798
4 H -0.70 0.67 -2.37  0.0943
5 H 1.22 -2.23 1.80  -0.1589
6 H -1.03 -1.64 1.61  0.0548
7 O -1.15 -1.04 -0.72  -0.0084
8 H 0.57 1.41 0.35  0.1361
9 C -0.38 -0.39 0.03  -0.4920
10 H -0.96 0.05 1.97  0.0623
11 H 0.17 2.24 -1.94  0.0824
12 H 1.16 0.76 -2.29  0.0898
13 N 0.17 0.82 -0.40  -0.0248

- structure (SMILES) = CNC(=O)CS

Preferred: <Q>; penalty for the next structure: 51.7 kJ/mol.